No. 1
Entry from the Open Molecules 2025 dataset: the ion C6H9N4 with charge +1 (ωB97M-V/def2-TZVPD).

Its total charge is +1. The energy above the lowest of the compared OMol25 structures with the same formula, charge and spin is 3.769 eV. The calculation puts the highest occupied orbital energy at -15.4 eV. The HOMO-LUMO gap is 0.4209 Ha. For the calculated total energy, the calculation gives -452.7099 hartree. Its structure (SMILES) is CN/C(=[NH+]\C)C(C#N)C#N.

Last column: Löwdin charge in e.
Element x y z (Å)
C  1.906  -0.005  0.699  -0.13
H  -1.696  0.184  -1.459  0.11
H  -1.258  1.821  -1.893  0.13
C  0.243  0.008  0.248  -0.21
C  -1.461  1.144  -0.994  -0.06
H  -1.946  -1.703  1.618  0.09
C  2.481  1.277  0.530  -0.22
H  -2.278  -0.348  0.627  0.07
H  0.013  -2.006  0.646  0.18
C  -1.918  -1.352  0.625  0.05
H  2.082  -0.357  1.771  0.19
N  -0.406  -1.069  0.531  0.07
N  -0.215  1.073  -0.335  0.04
H  -2.161  -2.039  -0.163  0.11
N  2.963  2.262  0.223  0.24
H  0.422  1.788  -0.772  0.19
H  -2.216  1.781  -0.461  0.13
N  2.938  -1.538  -1.154  0.22
C  2.507  -0.922  -0.287  -0.18

No. 2
Entry from the Open Molecules 2025 dataset: a structure of composition C27H38ClP2Rh (ωB97M-V/def2-TZVPD).

Its total charge is +2. The spin multiplicity is 5. The calculation puts the highest occupied orbital energy (spin up / spin down) at -14.6 / -14.7 eV. Its expectation value of S² is 6.0283. The HOMO-LUMO gap (spin up / spin down) is 0.2496 / 0.1806 Ha. For the calculated total energy, the calculation gives -2304.2796 hartree.

Last column: Löwdin charge in e.
Element x y z (Å)
P  0.999  0.950  -0.848  0.92
H  -1.080  0.808  4.398  0.02
H  2.111  5.687  -0.219  0.12
H  3.506  -0.078  0.067  0.08
H  -1.979  -3.327  4.314  0.11
H  0.267  -3.825  1.823  0.10
H  -1.195  4.981  -2.879  0.12
Rh  0.995  1.007  1.324  0.57
H  -2.736  0.185  4.380  0.08
C  -0.410  4.602  -2.230  -0.04
C  4.871  -0.132  -1.613  -0.05
H  -3.781  -3.025  2.733  0.11
C  -3.370  0.821  1.745  -0.09
Cl  1.014  1.866  3.466  0.13
H  -1.409  1.498  1.946  0.04
C  2.737  0.892  -3.097  -0.08
H  0.806  -0.746  -3.372  0.10
H  -1.154  -1.739  -4.501  0.12
C  1.910  -1.653  2.386  -0.11
H  2.398  3.242  0.072  0.10
C  2.559  0.592  -1.738  -0.35
H  1.230  -1.303  0.415  0.04
C  0.439  5.490  -1.568  -0.03
H  -3.429  -1.440  -3.551  0.12
C  1.607  3.627  -0.570  -0.10
H  -0.929  2.539  -2.570  0.11
C  0.751  2.727  -1.229  -0.35
C  -0.261  3.225  -2.060  -0.06
H  -1.686  -2.971  1.867  0.09
H  -3.741  -1.796  1.447  0.09
H  4.098  0.892  -4.764  0.12
C  -0.346  0.132  -1.777  -0.36
C  -2.045  0.885  3.881  -0.13
H  -1.744  0.806  -0.287  0.05
H  1.491  -3.665  0.547  0.12
C  -3.368  -2.027  2.466  -0.10
H  -3.487  0.501  0.707  0.05
H  -3.774  -1.377  3.256  0.08
H  -3.727  -0.168  -1.433  0.11
C  -1.632  0.269  -1.226  -0.15
H  5.990  -0.039  -3.454  0.12
H  -0.337  -2.761  3.959  0.06
H  1.629  -5.559  -4.817  0.00
H  0.887  -5.591  -4.849  0.00
C  -0.184  -0.600  -2.956  -0.06
H  -2.460  1.904  4.055  0.12
C  5.032  0.138  -2.973  -0.04
C  -1.292  -1.164  -3.589  -0.04
H  5.704  -0.515  -1.029  0.12
H  -0.212  -3.278  0.145  0.10
C  0.809  -1.748  1.324  -0.57
C  -1.396  -2.461  3.926  -0.08
C  -1.838  -2.089  2.499  -0.48
C  -2.568  -1.001  -3.053  -0.04
C  -1.952  0.623  2.367  -0.50
P  -0.692  -0.719  1.794  1.12
C  3.966  0.659  -3.711  -0.04
H  -1.528  -1.630  4.641  0.08
H  1.922  1.327  -3.667  0.12
H  2.189  -0.596  2.566  0.02
H  1.609  -2.101  3.349  0.09
C  3.642  0.100  -0.998  -0.10
H  -4.204  0.366  2.299  0.08
H  0.315  6.561  -1.700  0.12
C  0.558  -3.214  0.943  -0.08
H  -3.628  1.903  1.788  0.12
C  1.449  5.000  -0.738  -0.04
H  2.821  -2.181  2.034  0.12
C  -2.737  -0.285  -1.865  -0.05

No. 3
Entry from the Open Molecules 2025 dataset: a structure of composition C27H46Cl2N2O5PSSbSe4Sn (ωB97M-V/def2-TZVPD).

Its total charge is -2. The calculation puts the highest occupied orbital energy at -1.7 eV. The HOMO-LUMO gap is 0.2014 Ha. For the calculated total energy, the calculation gives -13262.6814 hartree.

Last column: Löwdin charge in e.
Element x y z (Å)
Sn  1.288  -1.369  -1.404  0.80
H  -0.170  -0.882  6.093  0.10
C  -1.827  -4.272  1.131  -0.98
C  -4.153  0.740  0.852  -0.18
C  0.457  0.527  3.012  -0.20
C  -2.869  0.048  0.354  -0.33
H  0.988  4.867  2.752  0.10
H  1.928  3.971  0.605  0.12
H  5.541  -1.249  0.654  0.03
C  -4.892  1.225  -1.504  -0.21
C  -3.558  0.730  -2.047  -0.19
H  1.140  -1.360  3.796  0.08
N  3.326  -1.493  -3.115  0.08
C  3.365  -3.342  1.581  -0.43
S  3.503  -1.579  1.927  0.71
Sb  -0.738  -3.900  -3.374  -0.35
Se  -0.137  -1.370  -3.555  -0.04
H  -0.719  3.115  3.152  0.08
H  0.585  1.567  3.323  0.09
H  0.603  2.279  -0.664  0.09
H  3.370  -4.148  -3.331  0.03
C  3.395  -3.698  -4.320  -0.03
C  1.025  3.535  1.039  -0.19
H  -2.780  -0.910  0.883  0.09
H  -1.962  -0.608  -1.509  0.03
H  5.253  -0.080  -6.526  0.09
H  -5.640  2.193  0.291  0.10
H  -2.212  0.449  5.750  0.10
C  -1.260  2.562  0.398  -0.32
Se  -3.036  -3.933  -2.533  -0.23
H  -2.880  1.584  -2.163  0.11
H  -2.370  -4.333  0.186  -0.06
C  3.653  -0.105  -4.843  -0.11
C  0.326  4.546  1.942  -0.20
H  4.349  -3.801  1.480  0.03
H  -4.009  2.648  -0.170  0.09
H  2.455  -3.980  -4.808  0.02
H  -2.872  0.024  3.533  0.11
C  -2.948  -0.331  -1.140  -0.21
Cl  -0.634  -2.999  0.973  0.51
H  -1.467  4.701  3.150  0.11
H  4.143  -1.620  -0.389  0.00
C  -1.407  0.545  5.017  -0.20
H  -3.536  -1.248  -1.220  0.07
H  -5.588  0.380  -1.447  0.11
H  4.232  -4.088  -4.902  0.08
H  -2.817  3.082  1.834  0.08
Se  -0.331  -4.660  -5.652  -0.32
C  3.896  1.025  -5.749  -0.45
H  3.641  -1.749  -6.220  0.17
C  -2.008  0.686  3.611  -0.19
O  -0.132  0.153  -0.006  -0.49
H  -1.324  -5.200  1.377  0.02
H  -0.066  3.901  -0.769  0.12
H  1.354  2.676  1.631  0.10
N  3.727  -1.430  -5.268  0.15
C  -0.964  3.968  2.513  -0.20
H  -4.916  -0.039  0.954  0.12
H  -1.019  -1.536  4.706  0.11
H  -3.675  0.297  -3.042  0.12
H  -2.245  4.411  0.854  0.12
C  3.212  0.894  -2.465  -0.62
C  0.764  -0.412  4.187  -0.19
H  -0.848  1.449  5.283  0.11
H  2.843  -3.804  2.418  0.02
H  1.569  0.020  4.788  0.11
O  3.998  1.825  -2.387  0.04
C  4.477  -1.075  0.493  -0.43
H  0.084  5.442  1.356  0.11
Se  0.874  -4.838  -1.767  -0.26
C  3.488  -2.225  -4.200  -0.36
H  -5.339  1.967  -2.171  0.10
H  -1.895  2.531  -0.495  0.10
O  3.396  2.107  -5.692  0.14
O  2.193  0.677  -1.714  -0.22
H  4.303  -0.014  0.316  0.03
H  2.780  -3.503  0.672  -0.01
H  -2.373  1.704  3.470  0.08
O  4.798  0.740  -6.751  0.08
C  0.113  3.063  -0.085  -0.17
P  -1.247  0.767  0.791  0.82
H  -1.053  -0.796  2.385  0.06
Cl  -3.003  -3.918  2.451  0.43
H  1.158  0.337  2.198  0.08
C  -0.979  0.290  2.531  -0.34
C  -4.699  1.800  -0.106  -0.21
H  -4.023  1.167  1.847  0.08
C  3.417  -0.177  -3.504  -0.16
C  -0.472  -0.659  5.067  -0.20
C  -1.915  3.521  1.404  -0.19

No. 4
Entry from the Open Molecules 2025 dataset: a cluster of 2 separate species, C2H4N4O4 in total (ωB97M-V/def2-TZVPD).

Its total charge is -2. The energy above the lowest of the compared OMol25 structures with the same formula, charge and spin is 0.000 eV. The spin multiplicity is 3. The calculation puts the highest occupied orbital energy (spin up / spin down) at 2.1 / -1.5 eV. Its expectation value of S² is 2.0324. The HOMO-LUMO gap (spin up / spin down) is 0.1763 / 0.2989 Ha. For the calculated total energy, the calculation gives -598.2521 hartree.

Last column: Löwdin charge in e.
Element x y z (Å)
C  -0.042  -0.142  1.041  -0.14
C  0.269  -0.160  -1.243  -0.16
H  -0.606  0.843  1.070  0.08
N  -1.758  -0.698  -2.137  -0.57
H  0.733  -1.080  -0.962  0.05
O  -2.649  -0.308  -2.885  -0.15
H  0.944  0.632  -1.239  0.03
O  0.859  1.984  2.456  -0.15
O  2.731  0.905  2.690  -0.21
N  1.102  -0.111  1.691  -0.03
N  -0.727  0.069  -2.080  -0.01
N  1.501  0.933  2.326  -0.59
O  -1.841  -1.792  -1.439  -0.18
H  -0.517  -1.076  0.711  0.05

No. 5
Entry from the Open Molecules 2025 dataset: the molecule C4H10O2 (ωB97M-V/def2-TZVPD).

The energy above the lowest of the compared OMol25 structures with the same formula, charge and spin is 2.090 eV. The calculation puts the highest occupied orbital energy at -9.5 eV. The HOMO-LUMO gap is 0.3810 Ha. For the calculated total energy, the calculation gives -308.8213 hartree. Its structure (SMILES) is C[C@@H](O)CCO.

Last column: Löwdin charge in e.
Element x y z (Å)
H  -0.248  0.558  -1.797  0.11
H  0.333  1.912  -0.838  0.13
H  -2.270  -0.329  1.147  0.08
O  1.450  -1.215  -0.672  -0.12
H  2.171  0.251  -1.910  0.12
C  1.680  0.145  -0.933  -0.30
O  0.109  -1.038  1.316  -0.11
H  1.122  -1.297  0.293  0.02
H  -0.392  -1.871  1.172  0.10
C  0.315  0.799  -0.880  -0.14
C  -1.829  0.014  0.214  -0.07
H  -0.082  0.911  1.228  0.13
H  -1.953  -0.747  -0.569  0.10
H  -2.324  0.925  -0.136  0.09
H  2.337  0.629  -0.188  0.12
C  -0.369  0.240  0.433  -0.26

No. 6
Entry from the Open Molecules 2025 dataset: the molecule C8H18O14P2S (ωB97M-V/def2-TZVPD).

The calculation puts the highest occupied orbital energy at -9.7 eV. The HOMO-LUMO gap is 0.3566 Ha. For the calculated total energy, the calculation gives -2449.9921 hartree. Its structure (SMILES) is CCS(=O)(=O)OC[C@H]1O[C@@H](O)[C@H](OP(=O)(O)O)[C@@H](O)[C@@H]1OP(=O)(O)O.

Last column: Löwdin charge in e.
Element x y z (Å)
H  -1.818  -4.540  1.381  0.09
O  -2.987  2.158  3.029  -0.27
H  -2.155  0.367  0.013  0.11
S  -2.336  2.664  1.847  0.72
O  0.776  1.590  -0.971  -0.03
H  1.787  -1.675  -1.474  0.18
O  5.043  -2.257  0.251  -0.09
H  4.123  -2.507  0.414  0.04
C  -1.198  4.050  2.242  -0.24
C  -0.209  0.525  -0.857  -0.20
C  -1.958  5.286  2.922  -0.09
O  2.618  2.188  -2.086  0.01
H  2.473  2.751  -1.253  0.14
P  4.899  -0.672  0.026  0.40
O  -2.208  -1.976  1.523  -0.10
H  -0.508  3.709  2.982  0.08
O  3.958  -0.250  -1.284  -0.09
O  2.420  -1.923  0.588  -0.05
C  1.903  0.985  -1.704  -0.29
O  4.562  -0.115  1.368  -0.28
C  2.675  0.153  -0.727  -0.22
H  -1.759  -1.166  1.841  0.08
H  -0.591  0.137  -1.852  0.19
H  1.476  0.357  -2.458  0.16
C  1.719  -1.163  -0.467  -0.16
H  -2.506  5.708  2.085  0.07
O  0.233  -3.046  1.601  -0.25
O  6.244  0.020  -0.021  -0.06
P  -0.996  -2.777  0.775  0.53
H  0.378  -0.431  0.998  0.19
C  -1.391  1.088  -0.060  -0.20
H  -2.631  4.905  3.669  0.06
H  6.372  0.061  0.922  0.08
H  -0.639  4.453  1.396  0.10
O  -1.234  1.562  1.229  -0.24
O  -3.287  3.109  0.804  -0.30
H  -1.825  1.960  -0.640  0.15
H  2.807  0.647  0.209  0.13
O  -1.724  -4.249  0.443  -0.11
C  0.337  -0.714  -0.093  -0.26
O  -0.542  -1.782  -0.394  -0.13
H  1.736  -2.412  1.050  0.03
H  -1.278  5.977  3.487  0.09

Values of maximum force, in order: 3.9 5.2 0.4 3.6 1.8 5.9, all in eV Å⁻¹.